{
  "formula": "C32H35IrN8O3P",
  "method": "the ωB97M-V functional and the def2-TZVPD basis",
  "species": ["Ir", "O", "C", "N", "C", "C", "C", "C", "C", "C", "N", "C", "O", "C", "C", "C", "C", "C", "N", "C", "C", "C", "C", "C", "N", "H", "H", "H", "H", "H", "H", "H", "H", "H", "H", "H", "H", "O", "C", "C", "C", "C", "C", "C", "C", "C", "N", "H", "H", "H", "H", "H", "H", "H", "H", "H", "H", "H", "C", "N", "C", "N", "C", "N", "C", "P", "C", "C", "H", "H", "H", "H", "H", "H", "H", "H", "H", "H", "H", "H"],
  "positions_angstrom": [[0.01098, -0.12382, 0.42793], [0.68993, -3.66434, -1.33020], [0.81954, -2.71136, -0.59643], [-0.19344, -2.06094, 0.07393], [-1.48870, -2.55026, 0.06635], [-1.87075, -3.88630, -0.08334], [-3.21013, -4.19686, -0.05840], [-4.20543, -3.20296, 0.10661], [-3.86437, -1.89397, 0.26751], [-2.48811, -1.54273, 0.24618], [-2.00931, -0.30130, 0.44852], [-2.90232, 0.78825, 0.70756], [-3.71456, 1.15094, -0.09716], [-2.72836, 1.34869, 2.08095], [-3.76704, 2.00131, 2.72241], [-3.59447, 2.31443, 4.06423], [-2.40699, 1.96319, 4.68623], [-1.41099, 1.34588, 3.93685], [-1.56487, 1.03766, 2.65397], [2.14623, -2.06038, -0.37820], [3.30789, -2.79963, -0.49879], [4.52078, -2.15983, -0.31439], [4.51770, -0.80115, -0.03838], [3.31075, -0.13843, 0.07021], [2.12853, -0.74534, -0.10054], [-1.12979, -4.65862, -0.20948], [-3.51156, -5.23074, -0.15826], [-5.24695, -3.49323, 0.11802], [-4.61430, -1.12932, 0.40936], [-4.67784, 2.23152, 2.18657], [-4.37921, 2.81387, 4.61602], [-2.25032, 2.15691, 5.73839], [-0.45944, 1.08362, 4.38634], [3.23564, -3.85119, -0.73962], [5.45069, -2.70834, -0.38303], [5.43976, -0.25404, 0.09965], [3.29629, 0.91205, 0.31319], [0.14682, 2.19699, -0.07590], [1.44799, 2.83374, -0.06987], [1.79596, 3.44943, 1.27675], [1.31930, 2.63242, 2.47799], [2.01960, 1.33918, 2.77748], [3.19044, 1.33889, 3.53208], [3.74027, 0.14325, 3.95260], [3.09063, -1.03994, 3.62504], [1.96268, -0.96710, 2.83776], [1.44801, 0.19042, 2.38596], [-0.48260, 2.80160, 0.34442], [1.46974, 3.60395, -0.84307], [2.12504, 2.04362, -0.37457], [1.31950, 4.42998, 1.34817], [2.87401, 3.62568, 1.30363], [0.26315, 2.41023, 2.35569], [1.40475, 3.26191, 3.36502], [3.63805, 2.28398, 3.81252], [4.64227, 0.13247, 4.55025], [3.45395, -1.99929, 3.96566], [1.44121, -1.86862, 2.53751], [0.10755, 1.23169, -4.63381], [0.71844, -0.05739, -4.31002], [-0.19314, -1.13462, -4.70518], [-1.51230, -0.99232, -4.09621], [-2.07659, 0.31114, -4.42915], [-1.20372, 1.40723, -4.01177], [-1.12777, 1.56423, -2.57611], [-0.39155, 0.02210, -1.82978], [1.10763, -0.15044, -2.91637], [-1.49494, -1.23530, -2.66838], [-0.02312, 1.28065, -5.71422], [0.77230, 2.04081, -4.32615], [0.23679, -2.09687, -4.42346], [-0.30789, -1.10368, -5.78800], [-3.05340, 0.42076, -3.95652], [-2.19923, 0.36702, -5.51020], [-2.12128, 1.72204, -2.14880], [-0.50737, 2.42119, -2.32975], [1.59949, -1.10558, -2.73279], [1.81625, 0.64704, -2.67404], [-2.50757, -1.14028, -2.27367], [-1.13480, -2.24543, -2.47149]],
  "forces_ev_per_a": [[1.27, 0.49, -3.45], [0.03, -0.16, 0.17], [-0.01, 0.08, 0.06], [-0.21, -0.64, 0.52], [-0.10, 0.10, 0.06], [0.07, 0.06, -0.02], [-0.11, 0.01, 0.00], [0.02, -0.06, -0.01], [0.08, 0.02, -0.07], [0.05, -0.01, 0.38], [-0.08, 0.43, 0.64], [-0.02, -0.02, 0.07], [-0.01, 0.01, -0.05], [0.05, -0.20, -0.11], [0.01, 0.08, -0.05], [0.01, 0.02, 0.00], [-0.01, 0.00, 0.00], [-0.16, 0.05, -0.02], [-0.11, 0.08, 0.57], [-0.02, 0.14, -0.14], [-0.05, 0.04, -0.08], [0.06, 0.01, 0.02], [0.03, -0.03, -0.02], [-0.06, 0.00, -0.09], [-0.05, 0.23, 0.67], [0.01, 0.01, -0.02], [-0.01, 0.00, -0.01], [0.00, 0.00, 0.01], [-0.02, -0.03, -0.02], [0.00, -0.01, 0.01], [-0.01, -0.02, 0.01], [0.01, 0.03, -0.01], [0.00, -0.01, 0.01], [-0.02, 0.01, 0.00], [0.00, 0.01, -0.02], [-0.01, 0.00, 0.01], [0.04, -0.06, 0.10], [-0.02, -0.11, 0.82], [0.08, 0.11, -0.05], [-0.03, -0.08, -0.02], [0.00, 0.14, -0.02], [-0.01, -0.08, -0.02], [-0.02, -0.01, 0.00], [0.02, -0.01, 0.00], [0.05, -0.01, -0.03], [-0.02, 0.05, -0.07], [-0.51, -0.46, 0.38], [-0.09, -0.12, -0.02], [-0.08, -0.05, -0.05], [-0.01, 0.08, -0.01], [0.05, 0.03, -0.05], [-0.01, 0.02, 0.03], [0.00, 0.04, 0.07], [0.01, 0.02, -0.01], [-0.01, -0.01, 0.01], [-0.01, 0.00, 0.00], [-0.01, 0.01, 0.01], [0.00, 0.00, 0.00], [-0.03, -0.06, 0.10], [0.08, 0.02, -0.14], [-0.01, 0.10, 0.13], [-0.10, -0.13, -0.13], [0.10, -0.01, 0.11], [-0.06, 0.09, -0.17], [0.00, -0.10, 0.22], [-0.09, -0.31, -0.42], [-0.06, 0.14, 0.15], [0.07, 0.10, 0.16], [0.02, 0.03, -0.01], [0.00, 0.00, 0.00], [0.00, -0.01, -0.02], [0.01, -0.01, -0.01], [0.00, 0.00, -0.01], [-0.03, 0.01, 0.00], [-0.01, 0.00, -0.02], [0.03, 0.03, -0.02], [0.00, -0.03, -0.03], [0.02, -0.02, 0.01], [-0.01, -0.02, 0.00], [0.02, -0.02, 0.00]],
  "lowdin_spin": [0.0677, 0.0443, 0.0205, 0.0787, 0.1304, -0.0171, 0.1389, 0.0280, 0.0559, 0.0844, 0.2841, 0.0190, 0.0249, 0.0042, 0.0020, 0.0004, 0.0022, -0.0004, 0.0038, 0.0006, 0.0017, -0.0001, 0.0026, -0.0008, 0.0014, -0.0032, 0.0068, -0.0003, 0.0011, 0.0002, 0.0000, 0.0001, 0.0000, 0.0000, 0.0000, 0.0002, -0.0001, 0.0011, 0.0001, 0.0000, 0.0001, 0.0009, 0.0005, 0.0000, 0.0002, 0.0009, 0.0104, 0.0000, 0.0000, 0.0000, 0.0000, 0.0000, 0.0000, 0.0000, 0.0001, 0.0000, 0.0001, 0.0003, 0.0000, 0.0002, -0.0001, -0.0003, -0.0001, -0.0005, -0.0003, 0.0012, 0.0002, 0.0012, 0.0000, 0.0000, 0.0000, 0.0000, 0.0000, 0.0000, 0.0001, 0.0000, -0.0001, 0.0000, 0.0009, 0.0008],
  "total_energy_ha": -2349.39074,
  "total_charge": 2,
  "lumo_ev": [-5.8, -7.5],
  "multiplicity": 2,
  "s_squared": 0.775,
  "molar_mass_g_mol": 802.9,
  "relative_energy_kj_mol": 263.0
}